Record 1
Density functional theory data (ωB97M-V/def2-TZVPD) for a structure of composition C22H34N8OSbSe4V.

Geometry as ORCA input:
```
! wB97M-V def2-TZVPD RIJCOSX def2/J DEFGRID3
* xyz -1 2
V -0.0359 0.6831 0.1867
C 3.5063 0.6515 0.9638
N 2.7911 1.8528 0.5560
C 2.5164 2.7325 1.6797
C 1.7694 1.7190 -0.3904
N 1.5722 0.5311 -0.9866
C 1.3337 0.2645 -2.3326
C 2.1954 0.5730 -3.3767
C 1.8930 0.1512 -4.6694
C 0.7466 -0.5912 -4.9111
C -0.1117 -0.9111 -3.8596
C 0.1759 -0.4852 -2.5718
N -0.6691 -0.6820 -1.4505
C -0.9831 -1.9344 -1.1267
N -2.1156 -2.1986 -0.4441
C -3.1270 -1.1693 -0.3187
C -2.1349 -3.1712 0.6541
N -0.1655 -2.9752 -1.4066
C 1.2842 -2.8226 -1.4170
C -0.6532 -4.3132 -1.6765
N 1.4176 2.9872 -0.9936
C 2.5125 3.8723 -1.3753
C 0.3149 3.0645 -1.9335
H 4.4949 0.9438 1.3226
H 3.6111 -0.0227 0.1192
H 2.9829 0.1123 1.7607
H 3.4570 2.9636 2.1815
H 1.8448 2.2510 2.4000
H 2.0557 3.6587 1.3414
H 3.1051 1.1246 -3.1687
H 2.5623 0.3978 -5.4849
H 0.5135 -0.9214 -5.9161
H -1.0164 -1.4817 -4.0384
H -3.2174 -0.6076 -1.2453
H -2.8751 -0.4848 0.4926
H -4.0783 -1.6489 -0.0823
H -1.1865 -3.6913 0.7393
H -2.9458 -3.8901 0.5116
H -2.2848 -2.6450 1.6007
H 1.5605 -1.9127 -0.8910
H 1.6816 -2.8041 -2.4371
H 1.7118 -3.6577 -0.8600
H -1.7391 -4.3177 -1.7270
H -0.3264 -5.0132 -0.9033
H -0.2568 -4.6463 -2.6412
H 3.3799 3.6710 -0.7538
H 2.2192 4.9169 -1.2420
H 2.7934 3.7298 -2.4281
H -0.3903 2.2375 -1.8278
H 0.6510 3.0448 -2.9757
H -0.2440 3.9921 -1.7712
N -2.1955 0.1663 5.2124
C -2.9816 1.0463 4.5639
O -3.9884 1.5556 5.0365
C -2.5398 1.4100 3.1749
C -3.5099 1.6263 2.1802
C -3.1043 1.9998 0.9249
C -1.7330 2.1949 0.6925
N -0.8008 1.9932 1.6426
C -1.2110 1.5797 2.8569
H -2.5130 -0.1404 6.1182
H -1.5699 -0.4731 4.7206
H -4.5543 1.4894 2.4288
H -3.8102 2.1712 0.1233
H -1.4268 2.8027 -0.1545
H -0.4264 1.3748 3.5732
Se 1.3232 -4.8633 1.8616
Sb 0.9597 -3.0632 3.4184
Se 0.3193 -0.8902 1.6904
Se -1.1605 -3.0993 4.5812
Se 2.8263 -2.0084 4.4786
*
```

Results
**LUMO (alpha / beta)**: 1.8 / 1.4 eV

=====

Record 2
Density functional theory data (ωB97M-V/def2-TZVPD) for an isolated molecule of C22H34O2.

Geometry as ORCA input:
```
! wB97M-V def2-TZVPD RIJCOSX def2/J DEFGRID3
* xyz 0 1
C 7.4254 1.5072 1.4168
C 6.5938 0.9642 0.2548
C 5.1439 1.2882 0.4380
C 4.1306 0.4404 0.5270
C 4.1974 -1.0573 0.4225
C 3.8689 -1.4775 -0.9813
C 2.8920 -2.2731 -1.3882
C 1.8479 -2.9573 -0.5524
C 0.4807 -2.6126 -1.0771
C -0.2057 -1.5181 -0.7845
C 0.2289 -0.4090 0.1251
C 0.6672 0.7649 -0.7023
C 0.2064 2.0050 -0.6535
C -0.8684 2.5505 0.2405
C -1.8186 3.4046 -0.5459
C -3.1400 3.4262 -0.4622
C -4.0120 2.5996 0.4327
C -4.7892 1.5527 -0.3741
C -3.8704 0.4548 -0.9256
C -3.4402 -0.5027 0.1588
O -2.8639 -0.1999 1.1733
O -3.7763 -1.7573 -0.1534
C -3.4089 -2.7845 0.7693
C -4.3942 -2.8784 1.9252
H 7.1095 1.0509 2.3525
H 8.4808 1.2913 1.2652
H 7.3026 2.5847 1.5035
H 6.9398 1.4264 -0.6750
H 6.7481 -0.1112 0.1669
H 4.9382 2.3489 0.5195
H 3.1301 0.8367 0.6425
H 3.5034 -1.5003 1.1372
H 5.2015 -1.4126 0.6663
H 4.5328 -1.0497 -1.7231
H 2.7955 -2.4716 -2.4491
H 1.9403 -2.6748 0.4957
H 1.9953 -4.0390 -0.6242
H 0.0630 -3.3190 -1.7831
H -1.1682 -1.3615 -1.2565
H 1.0712 -0.7324 0.7388
H -0.5937 -0.1365 0.7858
H 1.4536 0.5255 -1.4084
H 0.6441 2.7409 -1.3188
H -1.3948 1.7518 0.7567
H -0.3898 3.1841 0.9990
H -1.3350 4.0736 -1.2487
H -3.6873 4.0972 -1.1143
H -3.4303 2.0972 1.2024
H -4.7294 3.2603 0.9270
H -5.2881 2.0418 -1.2137
H -5.5581 1.1000 0.2559
H -2.9764 0.9221 -1.3460
H -4.3760 -0.1178 -1.7033
H -3.4026 -3.7030 0.1794
H -2.4004 -2.5776 1.1427
H -4.1207 -3.7085 2.5700
H -4.3729 -1.9596 2.5061
H -5.4021 -3.0367 1.5489
*
```

Results
**SMILES string**: CC/C=C\C/C=C\C/C=C\C/C=C\C/C=C\CCCC(=O)OCC
**Energy relative to the best compared isomer or geometry (same formula, charge and spin)**: 0.2539 eV
**LUMO**: 0.9 eV

=====

Record 3
Density functional theory data (ωB97M-V/def2-TZVPD) for a structure of composition C22H35BGeN8ORhS.

Geometry as ORCA input:
```
! wB97M-V def2-TZVPD RIJCOSX def2/J DEFGRID3
* xyz 1 1
Rh -1.7166 -0.5745 0.7582
C -0.6557 5.0926 1.7681
C -2.0706 4.7782 1.3076
N -2.1236 3.6477 0.3810
C -2.0335 2.3826 0.7827
S -2.1258 1.1809 -0.5631
N -1.9016 2.0834 2.0379
N -1.8763 0.7273 2.2506
C -1.9134 0.2417 3.4414
C -1.9982 1.0707 4.6744
C -1.8468 -1.2406 3.5232
C -1.8130 -1.9394 4.7131
C -1.7557 -3.3299 4.6765
C -1.7412 -3.9817 3.4588
C -1.7718 -3.2246 2.2974
N -1.8258 -1.8970 2.3397
H -0.6599 5.9734 2.4096
H -0.0079 5.2982 0.9153
H -0.2400 4.2588 2.3321
H -2.5102 5.6313 0.7938
H -2.7078 4.5376 2.1588
H -2.2139 3.8200 -0.6057
H -2.1345 2.1144 4.4135
H -1.0771 0.9662 5.2536
H -2.8268 0.7397 5.3015
H -1.8302 -1.4102 5.6548
H -1.7201 -3.8931 5.5992
H -1.6921 -5.0585 3.3919
H -1.7416 -3.6743 1.3143
O 0.2168 -0.8341 0.8307
N 0.8262 0.0394 1.7181
C 1.5305 -0.6127 2.5655
C 2.2583 0.1497 3.5449
N 2.8315 0.7590 4.3296
C 1.5771 -2.0539 2.6149
N 1.5999 -3.2009 2.6407
B -1.1319 -3.9432 -2.5064
C -1.4298 -2.8339 -1.4502
N -1.6258 -2.0234 -0.6458
H 0.0546 -4.1697 -2.3954
H -1.8204 -4.8904 -2.2192
H -1.4149 -3.4777 -3.5861
C 4.2668 -0.6549 -1.9900
C 4.3125 0.8529 -1.7734
C 2.9418 1.5220 -1.7677
C 2.0163 1.0452 -0.6278
Ge 0.9948 -0.5089 -1.1785
C -0.0339 -0.1662 -2.7856
C 0.6704 -0.8980 -3.9432
C -0.1645 -0.8634 -5.2242
C -0.4463 0.5454 -5.7314
H 5.2682 -1.0656 -2.1135
H 3.6992 -0.9142 -2.8891
H 3.8209 -1.1778 -1.1400
H 4.9121 1.3155 -2.5596
H 4.8215 1.0723 -0.8306
H 2.4638 1.3777 -2.7435
H 3.0702 2.6011 -1.6635
H 1.2573 1.8052 -0.4199
H 2.5831 0.8924 0.2912
H 1.5089 -1.9385 -1.0545
H -0.0502 0.9150 -2.9290
H -1.0612 -0.5143 -2.6986
H 0.8554 -1.9393 -3.6700
H 1.6439 -0.4359 -4.1430
H -1.1014 -1.3980 -5.0435
H 0.3697 -1.4302 -5.9893
H -1.0936 1.1018 -5.0507
H -0.9457 0.5171 -6.6992
H 0.4802 1.1121 -5.8540
*
```

Results
**Energy relative to the best compared isomer or geometry (same formula, charge and spin)**: 0.5786 eV
**LUMO (alpha / beta)**: -5.3 / -5.3 eV

=====

Record 4
Density functional theory data (ωB97M-V/def2-TZVPD) for a structure of composition C22H35Br9O11S.

Geometry as ORCA input:
```
! wB97M-V def2-TZVPD RIJCOSX def2/J DEFGRID3
* xyz 0 1
O -1.6108 4.4672 -1.0828
C -1.5053 3.8081 -2.1211
O -1.1736 2.4839 -2.0887
C -1.2784 1.9617 -3.3948
C -1.1040 3.1773 -4.3441
C -1.7698 4.2637 -3.5510
H -2.2886 1.5894 -3.5651
H -0.4852 1.2346 -3.5690
H -1.5542 3.0592 -5.3298
H -0.0383 3.3536 -4.4904
H -2.8061 4.3964 -3.8618
H -1.2613 5.1976 -3.7906
O 0.9744 -4.1130 4.1594
C 0.9755 -3.0537 4.7998
O 2.0216 -2.7424 5.5585
C 1.7654 -1.4629 6.1211
C 0.2396 -1.3915 6.1752
C -0.1579 -2.0050 4.8451
H 2.2192 -0.6506 5.5533
H 2.1271 -1.6125 7.1384
H 0.0236 -0.3347 6.3323
H -0.1424 -1.8814 7.0709
H -0.0318 -1.2948 4.0279
H -1.1299 -2.4973 4.8142
O -4.9197 -4.5153 0.3749
C -4.1072 -4.0265 1.1760
O -3.4754 -4.7181 2.1336
C -2.5277 -3.9423 2.8454
C -2.3722 -2.7553 1.9430
C -3.7301 -2.5886 1.3620
H -1.5825 -4.4399 3.0622
H -2.9899 -3.7193 3.8070
H -1.6119 -2.9104 1.1775
H -2.1073 -1.8876 2.5472
H -3.5618 -2.0307 0.4409
H -4.4661 -2.1119 2.0094
O 2.2484 1.4391 -3.4591
C 2.5086 1.1237 -4.6164
O 3.1767 1.7961 -5.4987
C 3.2707 1.2479 -6.7839
C 2.1300 0.3515 -6.8111
C 1.9175 -0.0582 -5.3444
H 4.1981 0.6768 -6.8292
H 3.2639 1.9517 -7.6161
H 2.2697 -0.5134 -7.4595
H 1.2947 0.9625 -7.1534
H 2.5056 -0.9376 -5.0819
H 0.8746 -0.2313 -5.0787
O 0.1654 0.9262 3.4721
S -0.7248 1.2042 2.2887
O -1.5561 0.1945 1.6968
O -1.6830 2.4605 2.6158
C -1.1928 3.5283 3.3824
C -1.9439 4.7482 3.0000
C 0.3473 2.0918 1.0311
H -0.1263 3.6733 3.2103
H -1.4526 3.2307 4.3983
H -1.6625 5.0597 1.9941
H -1.7286 5.5110 3.7482
H -3.0285 4.6682 3.0735
H -0.3246 2.7353 0.4630
H 0.8831 1.3102 0.4924
H 1.0840 2.6760 1.5824
C -0.7733 -4.0784 -3.4802
Br 0.9257 -4.8640 -2.8425
Br -0.4354 -2.2727 -4.1381
Br -2.1007 -4.0349 -1.9561
H -1.1482 -4.6739 -4.3126
C 4.8494 0.2172 1.2533
Br 3.9983 1.5756 0.0124
Br 3.7766 -0.1165 2.7951
Br 6.6793 0.8063 1.8348
H 4.9091 -0.7373 0.7304
C 1.5749 -2.0907 -0.5992
Br 1.1399 -1.9057 1.3991
Br 3.4497 -2.5394 -1.0367
Br 0.9534 -0.5431 -1.6700
H 0.9298 -2.8764 -0.9924
*
```

Results
**Energy relative to the best compared isomer or geometry (same formula, charge and spin)**: 2.0567 eV
**LUMO**: -0.6 eV

=====

Record 5
Density functional theory data (ωB97M-V/def2-TZVPD) for a structure of composition C22H35BrO2P2Sn.

Geometry as ORCA input:
```
! wB97M-V def2-TZVPD RIJCOSX def2/J DEFGRID3
* xyz 2 1
P -0.3404 -1.4063 -5.9122
P 0.0226 1.7516 -5.9505
C -0.5273 -0.5057 -7.5435
C 0.1817 0.8585 -7.5550
H -1.6080 -0.4001 -7.7259
H -0.1106 -1.1665 -8.3191
H 1.2599 0.7456 -7.7546
H -0.2475 1.5165 -8.3257
C -1.6391 2.4744 -6.1360
H -1.8199 3.1623 -5.3007
H -2.4038 1.6873 -6.1199
H -1.6864 3.0202 -7.0876
C 1.1262 3.1841 -6.0928
H 0.8084 3.8252 -6.9293
H 2.1572 2.8372 -6.2552
H 1.0856 3.7495 -5.1504
C -1.2717 -2.9369 -6.2888
H -1.2452 -3.5920 -5.4101
H -0.8111 -3.4473 -7.1458
H -2.3141 -2.6829 -6.5177
C 1.3457 -2.0617 -6.2778
H 2.0827 -1.2512 -6.3517
H 1.2990 -2.6065 -7.2319
H 1.6520 -2.7470 -5.4788
Sn -2.2720 -0.4567 0.8051
C 1.1266 1.6532 -2.1947
C -0.1975 1.5860 -2.3666
C -1.0534 0.7644 -3.2731
C -1.4411 -0.6712 -2.8536
C -0.3402 -1.6660 -3.0844
C 0.9937 -1.4476 -2.9833
C 1.7308 -0.3431 -3.6347
C 2.2231 0.7589 -2.6778
C -0.4872 -1.6814 1.1979
H 1.4936 2.4514 -1.5295
H -0.7939 2.2848 -1.7576
H -0.5975 0.6357 -4.2883
H -1.9831 1.3361 -3.4602
H -1.8179 -0.6547 -1.8064
H -2.3080 -0.9667 -3.4747
H -0.6850 -2.7100 -3.0841
H 1.6331 -2.2118 -2.5221
H 1.1124 0.1416 -4.4081
H 2.6073 -0.7404 -4.1777
H 2.7482 0.3179 -1.8106
H 2.9896 1.3459 -3.2109
H 0.3706 -1.0166 1.3941
H -0.3678 -2.1957 0.2287
H -0.6156 -2.4094 2.0152
Br 1.5692 3.5084 2.5645
C 0.4823 2.9248 3.9893
C 0.7372 3.4478 5.2636
C -0.0568 3.0903 6.3602
C -1.1187 2.1957 6.1738
C -1.3672 1.6664 4.9179
C -0.5906 2.0153 3.7966
C -0.9500 1.3788 2.4870
O -2.0552 0.6332 2.5884
O -0.3283 1.4669 1.4129
H 1.5614 4.1456 5.4002
H 0.1487 3.5140 7.3367
H -1.7609 1.9115 7.0134
H -2.1971 0.9710 4.7736
*
```

Results
**Energy relative to the best compared isomer or geometry (same formula, charge and spin)**: 0.5137 eV
**LUMO (alpha / beta)**: -7.9 / -10.0 eV

=====

Record 6
Density functional theory data (ωB97M-V/def2-TZVPD) for a structure of composition C22H35ClEuO2P2.

Geometry as ORCA input:
```
! wB97M-V def2-TZVPD RIJCOSX def2/J DEFGRID3
* xyz 0 8
P 3.3318 2.6775 -4.7669
P 5.2423 0.5139 -3.6081
C 5.1260 2.7424 -5.3284
C 5.7880 1.3771 -5.1944
H 5.6296 3.5149 -4.7213
H 5.1183 3.0622 -6.3816
H 5.5366 0.7065 -6.0354
H 6.8821 1.4872 -5.1473
C 6.6272 1.1842 -2.5914
H 6.6819 0.6240 -1.6493
H 6.4583 2.2496 -2.3802
H 7.5674 1.0638 -3.1506
C 5.9816 -1.0947 -4.0838
H 7.0351 -0.9474 -4.3633
H 5.4270 -1.5022 -4.9403
H 5.9095 -1.7845 -3.2354
C 3.0835 4.4867 -4.8022
H 2.0206 4.6984 -4.6397
H 3.4056 4.8730 -5.7799
H 3.6827 4.9419 -4.0020
C 2.6714 2.2499 -6.4325
H 2.9132 1.2064 -6.6807
H 3.1377 2.9208 -7.1698
H 1.5835 2.3919 -6.4390
Eu -0.0810 0.3650 0.8595
C 2.2353 -0.9605 -1.2313
C 2.8208 0.0145 -0.5170
C 3.1503 1.3997 -0.9795
C 2.0410 2.4749 -0.7970
C 0.7179 2.2341 -1.4723
C 0.4142 1.3115 -2.4059
C 1.3800 0.4994 -3.2020
C 1.7222 -0.9009 -2.6349
C -2.3778 0.8285 0.2460
H 2.1283 -1.9482 -0.7651
H 3.1365 -0.2111 0.5140
H 3.4953 1.3943 -2.0262
H 4.0227 1.7448 -0.3935
H 1.8802 2.6271 0.2910
H 2.4467 3.4447 -1.1444
H -0.0890 2.9216 -1.1480
H -0.6428 1.1311 -2.6457
H 2.3130 1.0691 -3.3525
H 0.9535 0.3543 -4.2130
H 0.8123 -1.5204 -2.7006
H 2.4487 -1.3796 -3.3232
H -2.8468 -0.1716 0.2551
H -2.6294 1.3599 -0.6803
H -2.7417 1.3980 1.1261
Cl -3.6719 -4.6031 6.9082
C -2.7036 -3.7399 5.7894
C -2.4563 -2.3760 6.0069
C -1.6632 -1.6749 5.0975
C -1.1729 -2.3023 3.9524
C -1.3890 -3.6688 3.7562
C -2.1724 -4.3924 4.6651
C -0.5679 -1.4220 2.8898
O -0.4650 -0.1577 3.1518
O -0.2390 -1.8840 1.7335
H -2.8861 -1.8698 6.8666
H -1.4488 -0.6212 5.2633
H -0.9568 -4.1713 2.8911
H -2.3928 -5.4483 4.5133
*
```

Results
**Energy relative to the best compared isomer or geometry (same formula, charge and spin)**: 0.0000 eV
**LUMO (alpha / beta)**: 0.2 / 0.2 eV

=====

Number 1: E_tot -12162.09199 hartree. Number 2: E_tot -1009.08669 hartree. Number 3: E_tot -3982.76144 hartree. Number 4: E_tot -25251.16078 hartree. Number 5: E_tot -4480.05202 hartree. Number 6: E_tot -2862.93788 hartree.